(1)
{
  "formula": "C40H34FNO7",
  "method": "wB97M-V/def2-TZVPD",
  "mol_weight_da": 659.7,
  "smiles": "C=CC[C@@H]1C(=O)O[C@@H](O)[C@]1(N=C(C)C)[C@H](C)F.O=C1c2ccccc2C(=O)c2ccccc21.O=C1c2ccccc2C(=O)c2ccccc21",
  "homo_energy_ha": -0.2975,
  "lumo_ev": -0.9,
  "e_tot_ha": -2225.87544,
  "gap_ev": 7.1661,
  "symbols": ["C", "C", "C", "C", "C", "O", "O", "C", "O", "C", "N", "C", "C", "C", "C", "C", "F", "H", "H", "H", "H", "H", "H", "H", "H", "H", "H", "H", "H", "H", "H", "H", "H", "H", "H", "C", "C", "C", "C", "C", "C", "C", "O", "C", "C", "C", "C", "C", "C", "C", "O", "H", "H", "H", "H", "H", "H", "H", "H", "C", "C", "C", "C", "C", "C", "C", "O", "C", "C", "C", "C", "C", "C", "C", "O", "H", "H", "H", "H", "H", "H", "H", "H"],
  "positions_angstrom": [[6.38489, 1.84500, 1.86330], [5.44285, 1.64428, 0.90464], [4.01400, 2.11480, 1.06081], [3.44623, 1.94689, 2.46285], [3.45667, 0.46576, 2.83961], [3.90627, -0.44999, 2.22006], [2.78769, 0.31994, 4.00446], [1.86316, 1.40019, 4.13305], [2.30979, 2.14093, 5.22923], [1.95769, 2.22621, 2.78139], [1.56581, 3.56333, 3.16506], [2.09702, 4.68746, 2.92103], [2.45836, 5.59109, 4.07618], [2.30440, 5.24815, 1.52695], [0.94109, 1.63529, 1.77765], [-0.42989, 2.27440, 1.82952], [0.78185, 0.27164, 2.02710], [6.21758, 1.41923, 2.85122], [7.26902, 2.44583, 1.67967], [5.66061, 1.07954, -0.00147], [3.37527, 1.62782, 0.32186], [4.08032, 3.16714, 0.79566], [4.01224, 2.47772, 3.23246], [0.87663, 0.99220, 4.34518], [1.57236, 2.30583, 5.82025], [2.77317, 4.96962, 4.91042], [1.56312, 6.12507, 4.41457], [3.20542, 6.32485, 3.78440], [1.30493, 5.40267, 1.11195], [2.81445, 4.56558, 0.85436], [2.79062, 6.22116, 1.55064], [1.34653, 1.77267, 0.77265], [-1.11829, 1.60266, 1.31351], [-0.44702, 3.22806, 1.30695], [-0.80216, 2.39116, 2.84667], [-7.57797, 4.09935, -0.73651], [-8.69281, 3.29167, -0.53872], [-8.54155, 1.92581, -0.36954], [-7.27389, 1.35842, -0.40614], [-6.15646, 2.16764, -0.62310], [-6.31277, 3.53924, -0.78002], [-4.79103, 1.57714, -0.71358], [-3.80913, 2.26184, -0.90904], [-4.66013, 0.10217, -0.56493], [-3.39803, -0.46519, -0.66559], [-3.23290, -1.82813, -0.50171], [-4.33630, -2.63442, -0.23979], [-5.60126, -2.07517, -0.14360], [-5.76849, -0.70412, -0.30595], [-7.13467, -0.11638, -0.20565], [-8.10148, -0.80709, 0.03443], [-7.69901, 5.16737, -0.86160], [-9.68161, 3.73064, -0.51595], [-9.39996, 1.28775, -0.21076], [-5.43798, 4.15478, -0.93877], [-2.54763, 0.17249, -0.86403], [-2.24181, -2.25755, -0.57990], [-4.20642, -3.70018, -0.10497], [-6.46579, -2.69062, 0.06417], [0.40974, -6.52489, -5.89805], [-0.68136, -5.98302, -5.22721], [-0.48549, -5.18200, -4.11531], [0.80339, -4.92719, -3.66305], [1.89781, -5.48691, -4.32460], [1.69585, -6.27845, -5.44843], [3.29186, -5.26427, -3.83662], [4.24068, -5.74632, -4.41705], [3.47469, -4.43646, -2.61007], [4.75463, -4.25396, -2.10046], [4.94431, -3.47831, -0.96843], [3.85879, -2.87350, -0.34252], [2.58119, -3.05594, -0.84444], [2.38333, -3.84314, -1.97361], [0.99473, -4.04852, -2.47478], [0.05540, -3.51552, -1.92307], [0.25430, -7.14431, -6.77162], [-1.68579, -6.18572, -5.57499], [-1.32495, -4.74997, -3.58801], [2.55222, -6.69745, -5.95857], [5.59186, -4.72574, -2.59619], [5.94130, -3.34194, -0.57051], [4.00910, -2.26304, 0.53946], [1.72887, -2.59511, -0.36443]],
  "forces_ev_per_angstrom": [[-0.4, -0.1, -0.2], [-0.1, -0.2, 0.5], [-0.2, -1.2, 0.4], [-0.5, -0.4, -0.4], [0.0, 0.2, 0.1], [0.3, 0.0, 0.1], [-0.5, -0.3, -0.5], [0.6, 0.2, 0.7], [0.0, 0.0, 0.0], [-1.4, 0.1, 0.3], [1.8, -0.1, 0.9], [-0.2, -0.1, -0.6], [-1.1, 0.2, 0.0], [0.0, 0.1, 0.1], [0.1, 0.6, 0.0], [-0.3, -0.4, 0.0], [0.2, -0.2, -0.2], [-0.6, 1.6, 0.6], [1.0, -1.6, -0.4], [0.4, 1.6, -0.9], [0.0, 0.0, 0.1], [0.0, 0.0, -0.1], [0.2, 0.0, -0.1], [0.0, -0.1, -0.3], [0.0, 0.1, 0.0], [0.2, 0.0, 0.0], [0.1, 0.2, 0.0], [0.1, 0.0, 0.1], [0.0, 0.0, 0.0], [0.1, 0.0, 0.0], [0.2, -0.1, -0.1], [-0.1, -0.4, -0.1], [0.0, 0.1, -0.1], [0.0, 0.1, 0.1], [0.1, 0.1, 0.0], [0.0, 0.0, 0.0], [0.0, 0.0, 0.0], [-0.1, 0.1, 0.0], [0.1, 0.0, 0.0], [0.0, 0.0, 0.0], [-0.1, 0.1, 0.0], [0.1, -0.1, 0.0], [-0.1, 0.2, 0.0], [-0.1, 0.0, 0.0], [0.1, -0.1, 0.0], [0.0, -0.1, 0.0], [0.0, 0.1, 0.0], [0.1, -0.1, 0.0], [0.0, 0.0, 0.0], [0.0, 0.0, 0.0], [0.0, 0.0, 0.0], [0.0, 0.0, 0.0], [0.0, 0.0, 0.0], [0.0, 0.0, 0.0], [0.0, -0.1, 0.0], [0.0, 0.0, 0.0], [0.0, -0.1, 0.0], [0.0, 0.0, 0.0], [0.0, 0.0, 0.0], [0.0, 0.0, 0.0], [0.0, 0.0, 0.0], [-0.1, 0.0, -0.1], [0.0, 0.0, 0.0], [0.0, 0.0, 0.0], [-0.1, 0.0, -0.1], [0.0, 0.0, 0.0], [0.0, 0.0, 0.0], [0.0, 0.0, 0.0], [0.1, 0.0, 0.1], [-0.1, 0.0, -0.1], [0.0, 0.0, 0.1], [0.0, 0.0, 0.0], [0.0, 0.0, 0.0], [0.1, 0.1, 0.1], [-0.2, 0.0, 0.0], [0.0, 0.0, 0.0], [0.0, 0.0, 0.0], [0.0, 0.0, 0.0], [0.0, 0.0, 0.0], [0.0, 0.0, -0.1], [0.0, 0.0, 0.0], [0.0, 0.0, 0.0], [0.0, 0.0, 0.0]]
}

(2)
{
  "formula": "C12H27O2PSSb",
  "method": "wB97M-V/def2-TZVPD",
  "mol_weight_da": 388.1,
  "homo_energy_ha": -0.1243,
  "total_charge": -1,
  "lumo_ev": 3.0,
  "e_tot_ha": -1603.51769,
  "gap_ev": 6.3394,
  "symbols": ["C", "C", "Sb", "C", "C", "C", "C", "C", "O", "C", "C", "S", "C", "C", "P", "C", "O", "H", "H", "H", "H", "H", "H", "H", "H", "H", "H", "H", "H", "H", "H", "H", "H", "H", "H", "H", "H", "H", "H", "H", "H", "H", "H", "H"],
  "positions_angstrom": [[2.83564, 3.83266, -1.32353], [2.14023, 2.84526, -1.48642], [0.88290, 0.99048, -1.72815], [-0.72941, 1.95585, -0.57692], [-1.42031, 1.15271, 0.54145], [-1.36711, 1.81274, 1.94172], [-0.62436, 1.05440, 3.05287], [-0.96633, -0.42349, 3.15330], [-0.46435, -1.00350, 4.35137], [0.90079, -1.37036, 4.27791], [-0.30046, -0.91257, -2.01679], [-2.03520, -0.63110, -2.36778], [-2.57083, -2.27828, -2.89712], [-2.36704, -2.58695, -4.39212], [1.87831, -0.03858, 0.43464], [3.12413, -1.13901, -0.34688], [2.98257, 1.11125, 0.99559], [3.45260, 4.67827, -1.15145], [2.20929, 0.23741, -2.64721], [0.23480, 1.63017, -3.21892], [-1.45538, 2.20847, -1.35619], [-0.32978, 2.90211, -0.20325], [-1.00471, 0.14315, 0.58788], [-2.46514, 1.01242, 0.25831], [-0.89353, 2.79270, 1.83324], [-2.38294, 2.01722, 2.29701], [0.45972, 1.17582, 2.94834], [-0.88966, 1.50281, 4.01628], [-2.05334, -0.55195, 3.18705], [-0.58336, -0.96947, 2.28756], [1.44513, -0.93921, 5.12232], [0.99425, -2.46182, 4.32046], [1.36495, -1.02878, 3.34742], [0.17087, -1.36387, -2.89511], [-0.20190, -1.60405, -1.17225], [-3.62478, -2.37086, -2.62520], [-2.03257, -3.00462, -2.28525], [-1.76006, -3.48322, -4.53750], [-1.86163, -1.75631, -4.88574], [-3.32019, -2.75194, -4.89870], [3.25137, -2.05089, 0.23939], [4.07750, -0.61700, -0.43645], [2.78240, -1.40830, -1.35269], [2.51690, 1.69024, 1.60750]],
  "forces_ev_per_angstrom": [[-0.4, -0.6, 0.0], [0.3, 0.5, 0.0], [0.1, 0.3, -0.4], [-0.3, 0.0, 0.0], [0.0, 0.1, -0.1], [0.1, 0.0, 0.0], [0.0, 0.1, 0.0], [-0.1, 0.1, 0.0], [0.0, 0.0, 0.0], [0.0, 0.0, -0.1], [0.0, -0.2, -0.2], [0.0, 0.0, 0.1], [-0.1, -0.2, -0.1], [0.0, 0.0, 0.1], [0.2, -0.2, 0.3], [-0.3, -0.2, -0.1], [-0.1, 0.0, 0.1], [0.1, 0.1, 0.0], [0.0, 0.0, 0.1], [0.0, 0.0, 0.1], [0.1, 0.0, 0.0], [0.1, -0.1, 0.0], [0.0, 0.0, 0.0], [0.0, -0.1, 0.0], [-0.1, 0.0, 0.1], [0.0, -0.1, -0.1], [0.0, -0.1, -0.1], [0.1, 0.0, 0.0], [0.0, 0.0, 0.0], [0.0, 0.0, 0.0], [0.0, 0.0, 0.0], [0.0, 0.0, 0.0], [0.0, 0.0, 0.0], [0.0, 0.0, 0.0], [0.0, 0.1, 0.0], [0.0, 0.1, 0.0], [0.0, 0.1, 0.0], [0.0, 0.0, 0.0], [0.0, 0.0, 0.0], [0.0, 0.0, 0.0], [0.1, 0.0, 0.0], [0.0, 0.1, 0.0], [0.1, 0.0, 0.0], [0.1, 0.1, -0.1]]
}